Entry 1:
Formula: C7H6
Source: OMol25
Level of theory: wB97M-V/def2-TZVPD

The geometry in ORCA input format:
```
! wB97M-V def2-TZVPD RIJCOSX def2/J DEFGRID3
* xyz 0 1
C -1.22 -1.06 -0.20
C -2.05 -1.80 0.22
C -1.56 2.19 0.22
C -0.83 1.27 -0.02
C 1.06 -0.23 0.35
C 2.36 -0.14 0.05
C -0.14 -0.03 -0.47
H 3.24 -0.49 0.54
H -1.78 3.19 0.12
H 2.78 0.54 -0.77
H -2.63 -2.69 0.28
H -0.03 0.15 -1.62
H 0.80 -0.90 1.30
*
```

Properties
HOMO-LUMO gap (eV): 10.9
Energy above the lowest of the compared OMol25 structures with the same formula, charge and spin (kJ/mol): 323.4
HOMO (eV): -9.93
SMILES: C#CC(C#C)C=C
Total energy (a.u.): -270.1129
Maximum force (hartree/bohr): 0.0919
LUMO level (eV): 0.98

Calculated atomic charges, method Mulliken, unit e: -1.08, 0.23, 0.02, -0.85, -0.30, -0.73, 0.93, 0.28, 0.40, 0.19, 0.43, 0.29, 0.19

---

Entry 2:
Formula: C19H16BrCsN4OSSe2Te2
Source: OMol25
Level of theory: wB97M-V/def2-TZVPD

The geometry in ORCA input format:
```
! wB97M-V def2-TZVPD RIJCOSX def2/J DEFGRID3
* xyz -2 1
Cs -0.33 0.17 0.72
Te 2.38 -0.62 5.20
Te 2.87 -0.78 2.45
Br -8.19 0.53 1.13
Se 4.75 0.60 1.49
Se -0.08 -0.27 4.81
S 1.36 4.06 -0.14
O -2.40 1.01 -0.38
N 2.33 2.95 2.14
N 0.53 4.18 2.41
N -2.31 -1.96 0.18
N 0.38 -2.68 -0.04
C -2.84 -4.33 0.39
C -2.43 -5.67 0.51
C -1.11 -6.01 0.51
C -6.36 0.64 0.63
C 0.67 3.47 3.68
C -0.52 -3.64 0.22
C -5.88 1.80 0.00
C -4.56 1.88 -0.36
C 2.10 2.94 3.58
C -0.14 -5.00 0.35
C -3.44 -1.61 0.70
C 1.44 3.70 1.50
C -1.92 -3.30 0.31
C -3.61 0.84 -0.11
C -5.50 -0.40 0.87
C 1.65 -2.99 -0.16
C 1.24 -5.31 0.24
C 2.13 -4.31 -0.01
C -4.15 -0.37 0.49
H 2.19 1.94 3.98
H -0.36 4.44 2.02
H -3.89 -4.11 0.35
H 3.19 -4.49 -0.09
H -3.20 -6.44 0.59
H -6.56 2.62 -0.20
H 2.82 3.59 4.09
H 1.56 -6.34 0.36
H -0.79 -7.04 0.61
H -4.00 -2.32 1.33
H -0.04 2.64 3.79
H 3.13 2.47 1.71
H -5.88 -1.30 1.35
H 2.34 -2.20 -0.41
H -4.17 2.78 -0.83
H 0.54 4.14 4.53
*
```

Properties
HOMO-LUMO gap (eV): 4.5
Energy above the lowest of the compared OMol25 structures with the same formula, charge and spin (kJ/mol): 91.4
HOMO (eV): -0.84
Total energy (a.u.): -9359.3113
Maximum force (hartree/bohr): 0.0393
LUMO level (eV): 3.64

Calculated atomic charges, method Mulliken, unit e: 0.97, -0.37, 0.10, -0.30, -0.82, -0.68, -0.43, -0.84, 0.28, -0.24, -0.49, -0.36, -0.34, -0.82, -0.87, -0.22, -0.25, 0.15, -0.26, -0.81, 0.19, 1.22, -0.10, -0.17, 0.13, 0.37, -0.49, -0.59, -0.59, -0.72, 0.49, -0.35, 0.26, 0.50, 0.39, 0.35, 0.37, 0.26, 0.37, 0.33, 0.44, 0.15, 0.01, 0.37, 0.72, 0.40, 0.27

---

Entry 3:
Formula: C3H13N2O2S
Source: OMol25
Level of theory: wB97M-V/def2-TZVPD

The geometry in ORCA input format:
```
! wB97M-V def2-TZVPD RIJCOSX def2/J DEFGRID3
* xyz -1 1
S 1.95 -0.17 -0.80
O 1.70 0.19 2.89
O 2.30 5.13 2.41
N -3.41 -0.71 -0.24
N -1.79 -1.66 -1.73
C -2.90 -1.96 -0.79
C 0.07 -0.13 -1.10
C -0.50 -1.56 -0.99
H 1.73 4.37 2.64
H -2.88 -0.48 0.58
H -3.70 -2.59 -1.22
H -0.59 -1.78 0.07
H 0.20 -2.20 -1.53
H -1.82 -2.31 -2.49
H -2.60 -2.66 -0.01
H -0.46 0.51 -0.40
H 2.72 4.87 1.62
H -3.26 -0.01 -0.95
H 1.33 0.32 1.99
H 2.60 0.00 2.70
H 0.18 0.16 -2.13
*
```

Properties
HOMO-LUMO gap (eV): 6.3
Energy above the lowest of the compared OMol25 structures with the same formula, charge and spin (kJ/mol): 165.8
HOMO (eV): -2.82
Total energy (a.u.): -780.2855
Maximum force (hartree/bohr): 0.0500
LUMO level (eV): 3.52

Calculated atomic charges, method Mulliken, unit e: -0.69, -0.67, -0.66, -0.67, -0.32, -0.55, -0.77, -0.47, 0.34, 0.28, 0.32, 0.23, 0.33, 0.23, 0.34, 0.24, 0.32, 0.32, 0.29, 0.32, 0.27

---

Entry 4:
Formula: C10H12S
Source: OMol25
Level of theory: wB97M-V/def2-TZVPD

The geometry in ORCA input format:
```
! wB97M-V def2-TZVPD RIJCOSX def2/J DEFGRID3
* xyz 0 1
S -1.69 -3.28 0.78
C -0.58 2.55 0.64
C -0.43 1.40 -0.11
C 1.36 -1.11 -0.91
C -0.07 -1.05 -0.37
C -0.40 1.25 2.64
C -0.57 2.47 2.02
C -0.25 0.10 1.88
C -1.11 -1.17 -1.47
C -0.27 0.15 0.50
C -0.28 -2.59 0.54
H -0.70 3.37 2.61
H -0.39 1.19 3.72
H 1.54 -0.25 -1.55
H 1.51 -2.02 -1.49
H -0.71 3.50 0.14
H -2.11 -1.25 -1.03
H 2.08 -1.08 -0.09
H -0.93 -2.06 -2.07
H -1.10 -0.31 -2.13
H 0.66 -3.00 0.88
H -0.12 -0.86 2.38
H -0.42 1.48 -1.19
*
```

Properties
HOMO-LUMO gap (eV): 8.4
Energy above the lowest of the compared OMol25 structures with the same formula, charge and spin (kJ/mol): 0.0
HOMO (eV): -8.54
SMILES: CC(C)(C=S)c1ccccc1
Total energy (a.u.): -786.3894
Maximum force (hartree/bohr): 0.0685
LUMO level (eV): -0.14

Calculated atomic charges, method Mulliken, unit e: -0.18, -0.75, -0.35, -1.67, 1.53, -0.70, -0.40, -0.16, -1.82, 0.30, -0.42, 0.38, 0.38, 0.39, 0.42, 0.37, 0.44, 0.41, 0.45, 0.37, 0.34, 0.37, 0.31

---

Entry 5:
Formula: C28H24BrCl3GeMnN4O3
Source: OMol25
Level of theory: wB97M-V/def2-TZVPD

The geometry in ORCA input format:
```
! wB97M-V def2-TZVPD RIJCOSX def2/J DEFGRID3
* xyz 2 6
Br 2.69 -3.05 -2.56
Ge 0.07 0.44 1.48
Mn -0.10 -0.95 -1.52
Cl -0.12 -6.55 -1.93
Cl -1.65 -5.69 -4.25
Cl -2.94 -5.89 -1.65
O 1.07 2.77 -1.01
O -1.56 -0.38 -2.79
O 0.13 0.80 -0.47
N -0.76 -3.08 -1.94
N 2.06 -0.52 -1.70
N -2.00 1.82 -3.14
N -3.71 0.28 -2.95
C 2.14 2.22 2.23
C 3.56 1.35 -1.51
C 4.34 1.67 3.02
C 2.31 0.78 -1.41
C 0.57 -2.43 1.01
C 2.78 -0.09 2.51
C 3.07 -1.27 -2.11
C -2.07 -3.20 1.41
C -2.90 2.95 -3.33
C 4.38 -0.79 -2.20
C 1.83 0.86 2.13
C 1.14 1.59 -0.94
C -2.72 2.48 3.80
C 0.23 -3.78 1.01
C -1.96 2.47 1.12
C 4.03 0.31 2.96
C -1.73 1.61 3.37
C -1.08 -4.14 -2.21
C -2.40 0.56 -2.96
C -0.40 -1.44 1.22
C -1.08 -4.16 1.23
C -1.73 -1.85 1.41
C -1.35 1.60 2.03
C 4.62 0.53 -1.90
C -2.95 3.33 1.56
C -1.44 -5.53 -2.51
C -3.33 3.34 2.90
C 3.40 2.62 2.66
H -2.50 -1.11 1.61
H 1.61 -2.16 0.87
H -1.66 2.48 0.08
H -3.10 -3.50 1.57
H -3.42 4.02 0.87
H 5.62 0.93 -1.97
H -2.31 3.86 -3.31
H 3.64 3.67 2.72
H -4.10 4.02 3.23
H 5.31 1.98 3.37
H 5.17 -1.46 -2.51
H -1.25 0.96 4.09
H -1.35 -5.21 1.26
H -3.42 2.90 -4.29
H 3.69 2.39 -1.27
H -3.62 3.01 -2.51
H 1.00 -4.53 0.86
H 2.54 -1.14 2.51
H -3.98 -0.68 -2.91
H 1.41 2.98 1.95
H -1.01 1.97 -3.20
H 4.75 -0.43 3.28
H -4.40 0.96 -3.23
H -3.02 2.48 4.84
*
```

Properties
HOMO-LUMO gap (spin up / spin down) (eV): 8.3 / 8.1
Energy above the lowest of the compared OMol25 structures with the same formula, charge and spin (kJ/mol): 0.0
HOMO (spin up / spin down) (eV): -14.16 / -14.16
Total energy (a.u.): -8708.2697
Maximum force (hartree/bohr): 0.0245
LUMO level (spin up / spin down) (eV): -5.83 / -6.01

Calculated atomic charges, method Mulliken, unit e: -0.06, 1.03, 0.79, -0.06, -0.06, -0.05, -0.53, -0.96, 0.58, 0.15, 0.09, 0.00, -0.39, -0.19, -0.88, -0.56, 0.50, 0.67, -0.14, 0.27, -0.81, -1.16, -0.69, 0.42, 0.20, -0.74, -1.28, 0.03, -0.81, -0.65, -0.51, 0.66, -0.61, -0.55, -0.03, 0.18, -0.47, -0.76, 0.77, -0.51, -0.79, 0.47, 0.42, 0.37, 0.47, 0.43, 0.50, 0.36, 0.45, 0.42, 0.45, 0.46, 0.41, 0.57, 0.38, 0.52, 0.40, 0.47, 0.40, 0.24, 0.44, 0.21, 0.46, 0.18, 0.43

---

Entry 6:
Formula: C57H93NO24S
Source: OMol25
Level of theory: wB97M-V/def2-TZVPD

The geometry in ORCA input format:
```
! wB97M-V def2-TZVPD RIJCOSX def2/J DEFGRID3
* xyz 0 1
S 4.82 1.77 -3.85
O 3.51 0.87 -4.34
O -0.97 -5.81 8.22
O 7.79 6.79 0.61
O -1.91 3.73 1.45
O 4.48 1.60 -2.25
O 9.92 -1.23 -2.30
O 1.08 1.70 -5.69
O 1.54 0.69 -2.98
O -1.80 -4.52 9.87
O -2.30 0.71 8.88
O -10.88 0.34 -1.71
O -11.30 -1.31 -3.19
O 6.11 1.33 -4.31
O -8.79 2.73 -4.85
O 4.53 3.16 -4.18
O -2.41 3.38 -4.85
O 0.63 -1.49 5.21
O -7.15 4.27 -4.78
O -3.10 2.38 -2.94
O -1.10 -2.95 5.15
O -2.81 2.87 3.34
O 8.06 4.93 -0.63
O -3.81 -0.85 9.50
O 2.80 -1.11 -3.77
N 2.12 -2.85 1.70
C 6.48 5.36 -2.32
C 2.51 -0.43 0.29
C -2.10 -2.46 7.22
C -0.06 -3.14 1.97
C 8.61 -1.61 -2.74
C 6.75 6.65 -1.57
C -1.13 -1.34 6.87
C 0.56 2.39 -4.56
C 7.44 -3.95 -2.89
C 7.69 4.52 -1.96
C 1.77 -3.82 0.79
C -2.11 2.11 9.13
C -2.33 -3.11 5.87
C 0.33 -4.07 0.88
C 0.70 0.08 -7.44
C -8.89 4.31 -3.10
C 5.02 -3.11 -2.75
C -9.35 -2.57 -2.93
C -1.25 -5.84 11.72
C -0.41 -1.91 5.68
C -0.96 3.29 0.48
C 10.34 -0.01 -2.92
C 1.36 2.09 -3.23
C -4.16 1.46 10.12
C 4.61 -2.16 -1.52
C -10.60 -0.72 -2.19
C -2.02 2.80 2.44
C -3.02 4.17 -5.88
C -1.65 -4.45 11.30
C 6.00 -4.29 -2.31
C -8.15 3.80 -4.31
C 3.04 0.78 -0.61
C -10.01 2.49 -4.11
C -1.05 1.67 2.20
C -9.46 -1.61 -1.76
C 8.08 -2.85 -1.92
C -9.79 3.13 -2.76
C 3.63 -0.87 1.33
C -4.72 3.44 -4.40
C 0.06 1.26 -6.59
C -3.35 2.98 -3.96
C -3.45 0.29 9.47
C 2.82 0.21 -3.25
C -4.48 3.76 -5.87
C -0.92 -2.05 -3.46
C -1.09 -5.57 9.39
C -0.45 -6.33 10.53
C 1.70 -1.88 -3.26
C 3.51 -2.38 1.78
C -10.77 -2.61 -3.45
C 7.57 6.17 -0.39
C 3.75 0.34 -1.95
C -0.08 2.29 1.21
C 4.98 -0.66 -1.84
C 0.43 -1.87 -4.22
C 1.06 -2.39 2.49
C -3.49 2.65 9.44
H -10.72 3.42 -2.27
H 0.71 2.81 1.75
H 8.68 -1.90 -3.83
H -9.46 5.19 -3.38
H -0.47 1.99 -4.36
H -9.74 -2.13 -0.84
H 1.42 -1.67 -2.20
H 3.53 -2.36 -1.34
H 5.59 -0.26 -0.98
H 1.68 -0.02 0.93
H -1.42 2.23 9.97
H -1.49 2.83 -0.36
H 11.35 -0.12 -3.40
H 2.42 -4.36 0.08
H -1.61 -3.17 7.89
H 0.69 0.31 -8.54
H 7.90 -0.76 -2.58
H 5.58 4.89 -1.92
H -0.39 4.14 0.11
H -0.89 -3.70 11.53
H 0.23 -0.91 -7.22
H -8.55 -1.04 -1.62
H 0.44 3.50 -4.70
H -11.38 -3.35 -2.93
H -2.55 3.95 -6.84
H 0.40 1.56 0.54
H -3.97 1.44 11.19
H -0.28 -4.77 0.28
H 3.51 -0.19 2.23
H 5.62 -5.22 -2.83
H 10.40 0.83 -2.17
H -0.55 1.38 3.12
H -3.48 3.55 10.06
H 0.53 -2.60 -5.07
H -2.60 -4.14 11.75
H 0.67 2.46 -2.41
H -10.18 1.42 -4.04
H -10.84 2.94 -4.66
H -1.81 -1.89 -4.13
H 5.41 -2.53 -3.62
H 8.05 -4.88 -2.90
H 2.07 -1.29 -0.27
H -4.63 2.86 -6.47
H 3.93 -2.46 2.82
H 4.08 -3.61 -3.11
H -9.26 2.44 -2.11
H -8.68 -2.15 -3.69
H 2.04 -2.95 -3.27
H -10.81 -2.82 -4.52
H -0.55 -7.40 10.38
H 3.84 1.29 -0.01
H 5.23 -2.48 -0.65
H 1.79 -0.04 -7.17
H 9.62 0.33 -3.71
H -1.01 -3.09 -3.03
H 6.35 5.49 -3.39
H 1.14 -1.63 3.30
H -1.66 -0.43 6.57
H -0.99 -1.31 -2.62
H -3.01 -2.12 7.70
H 7.47 3.45 -1.97
H -0.15 2.10 -7.30
H -8.96 -3.56 -2.66
H 0.60 -6.04 10.59
H -2.56 -4.18 5.96
H 5.83 7.13 -1.24
H -1.11 -3.05 2.31
H -3.13 -2.63 5.31
H 0.40 -0.85 -4.71
H 7.36 7.35 -2.15
H 2.25 1.55 -0.76
H 5.63 -0.63 -2.74
H 7.27 -3.55 -3.92
H -5.15 4.53 -6.26
H -5.23 1.43 9.92
H -0.44 -1.14 7.69
H -0.85 0.84 -6.09
H 2.28 2.72 -3.12
H 7.36 -2.48 -1.15
H 4.12 -3.03 1.10
H -0.69 -5.86 12.66
H -4.02 2.88 8.51
H 4.64 -0.65 0.90
H -5.00 4.33 -3.83
H -5.45 2.66 -4.27
H -8.20 4.54 -2.29
H -1.58 0.82 1.77
H 8.54 4.70 -2.63
H 8.96 -3.35 -1.44
H -2.13 -6.47 11.85
H -2.88 5.22 -5.65
H 5.98 -4.47 -1.21
H -1.68 2.58 8.25
*
```

Properties
HOMO-LUMO gap (eV): 8.0
HOMO (eV): -7.63
SMILES: CCCO[C@]1(OCCOCC)OS(=O)(=O)O[C@@]1(CCCCCCCOC)CCCCn1cccc1.O=C1CCCO1.O=C1CCCO1.O=C1CCCO1.O=C1CCCO1.O=C1CCCO1.O=C1CCCO1.O=C1CCCO1.O=C1CCCO1
Total energy (a.u.): -4486.3334
Maximum force (hartree/bohr): 0.0858
LUMO level (eV): 0.35

Results of the Mulliken charge analysis, in e, for atoms 1 through 99: 1.55, -0.30, -0.57, -0.59, -0.40, -0.47, -0.42, -0.29, 0.26, -0.26, -0.27, -0.57, -0.36, -0.71, -0.36, -0.63, -0.24, -0.65, -0.55, -0.61, -0.31, -0.60, -0.33, -0.58, -0.33, 0.47, -0.14, 0.88, 0.00, -0.34, -0.14, -0.46, -0.25, -0.23, -0.90, -0.28, -0.12, -0.48, -0.61, -1.09, -0.99, -0.49, -0.80, -0.48, -0.50, 0.41, -0.42, -0.60, -0.28, -0.43, 0.94, 0.60, 0.37, -0.44, -0.47, -0.97, 0.56, -1.88, -0.24, -0.41, -0.45, -0.23, -0.37, -0.73, -0.08, -0.10, 0.29, 0.48, 0.19, -0.58, -1.31, 0.47, -0.41, -0.10, -1.06, -0.44, 0.48, 2.00, 0.75, -1.75, 0.74, -0.64, -0.51, 0.41, 0.26, 0.22, 0.28, 0.06, 0.28, -0.27, -0.64, 0.36, 0.28, 0.26, 0.24, 0.25, 0.39, -0.21, 0.33

---

Entry 7:
Formula: C3H2N2O3
Source: OMol25
Level of theory: wB97M-V/def2-TZVPD

The geometry in ORCA input format:
```
! wB97M-V def2-TZVPD RIJCOSX def2/J DEFGRID3
* xyz 0 1
O 0.65 0.28 2.08
O 1.52 1.56 0.59
O -0.27 -0.59 -2.40
N 0.49 -0.08 -1.30
N -2.31 -1.27 0.61
C -0.08 -0.16 -0.18
C -1.34 -0.74 0.26
C 0.73 0.57 0.94
H 0.30 -0.46 -3.14
H 1.44 1.83 -0.37
*
```

Properties
HOMO-LUMO gap (eV): 10.3
Energy above the lowest of the compared OMol25 structures with the same formula, charge and spin (kJ/mol): 333.3
HOMO (eV): -11.26
SMILES: N#C/C(=N\O)C(=O)O
Total energy (a.u.): -450.6763
Maximum force (hartree/bohr): 0.0539
LUMO level (eV): -0.96

Calculated atomic charges, method Mulliken, unit e: -0.48, -0.46, -0.37, -0.38, -0.33, 0.66, 0.22, 0.40, 0.37, 0.37